No. 1
{
  "formula": "C6H9NS",
  "method": "wB97M-V/def2-TZVPD",
  "homo_energy_ha": -0.327,
  "multiplicity": 1,
  "max_force_ev_per_a": 1.64,
  "smiles": "C#CCN1CC(S)C1",
  "mol_weight_g_mol": 127.2,
  "species": ["S", "N", "C", "C", "C", "C", "C", "C", "H", "H", "H", "H", "H", "H", "H", "H", "H"],
  "positions_angstrom": [[3.222611, 0.063823, -0.136806], [0.068791, 0.918178, 0.005605], [-2.916190, -0.957296, -0.130630], [-2.227683, 0.023693, -0.055166], [0.608314, -0.022471, 0.988481], [-1.348842, 1.215263, 0.015983], [0.608276, 0.106554, -1.103036], [1.540971, -0.601897, -0.078325], [-3.527869, -1.863779, -0.197101], [3.701956, -0.619986, 0.909300], [-0.152979, -0.620398, -1.507848], [-1.546636, 1.904214, -0.831865], [-1.621134, 1.787914, 0.937511], [-0.158700, -0.802470, 1.335910], [1.088638, 0.705512, -1.895240], [1.086187, 0.439708, 1.891526], [1.574282, -1.676566, -0.148302]],
  "forces_ev_per_angstrom": [[-0.1, 0.1, -0.1], [-0.1, 0.0, 0.1], [-0.5, -0.9, 0.0], [0.0, 0.1, -0.2], [-0.5, -0.6, 1.5], [-0.3, 0.7, 0.2], [-0.2, -0.3, -0.1], [-0.1, 0.2, -0.3], [0.6, 1.0, 0.1], [0.0, 0.0, 0.0], [0.7, 0.7, 0.1], [-0.1, -0.5, 0.4], [0.4, -0.4, -0.6], [0.9, 0.9, -0.4], [-0.3, -0.4, 0.2], [-0.4, -0.3, -0.8], [0.0, -0.3, 0.0]],
  "nbo_charge": [-0.027, -0.414, -0.261, -0.028, -0.230, -0.301, -0.224, -0.352, 0.248, 0.119, 0.195, 0.231, 0.230, 0.187, 0.203, 0.202, 0.220]
}

---

No. 2
{
  "formula": "C34H53N7O3S3",
  "method": "wB97M-V/def2-TZVPD",
  "s2": 0.751,
  "homo_energy_ha": [0.010, -0.206],
  "total_charge": -1,
  "multiplicity": 2,
  "max_force_ev_per_a": 5.45,
  "mol_weight_g_mol": 704.0,
  "species": ["S", "S", "S", "O", "O", "O", "N", "N", "N", "N", "N", "N", "N", "C", "C", "C", "C", "C", "C", "C", "C", "C", "C", "C", "C", "C", "C", "C", "C", "C", "C", "C", "C", "C", "C", "C", "C", "C", "C", "C", "C", "C", "C", "C", "C", "C", "C", "H", "H", "H", "H", "H", "H", "H", "H", "H", "H", "H", "H", "H", "H", "H", "H", "H", "H", "H", "H", "H", "H", "H", "H", "H", "H", "H", "H", "H", "H", "H", "H", "H", "H", "H", "H", "H", "H", "H", "H", "H", "H", "H", "H", "H", "H", "H", "H", "H", "H", "H", "H", "H"],
  "positions_angstrom": [[9.403690, 17.664360, -25.099620], [8.471960, 10.699830, -28.933220], [9.628890, 12.476270, -22.308230], [10.839420, 11.846870, -21.528220], [8.975890, 16.559950, -24.113230], [7.796200, 11.969530, -28.410970], [8.791920, 8.130330, -19.434770], [14.116240, 13.656460, -25.570100], [12.239640, 9.884260, -22.471340], [9.898910, 11.431830, -17.487780], [13.571270, 13.990740, -21.801540], [9.136780, 16.874490, -19.768150], [5.524470, 16.563540, -23.153700], [12.368000, 8.535150, -22.423190], [10.831810, 8.733410, -19.109220], [10.628100, 7.717640, -18.196500], [10.246330, 12.479550, -18.351230], [10.193000, 12.763400, -23.992110], [15.165840, 15.080800, -22.841140], [4.607570, 17.497860, -24.970750], [14.654550, 13.189070, -22.059010], [11.151130, 17.327080, -20.509660], [9.520800, 10.074320, -27.464560], [10.863600, 17.066540, -26.085100], [14.405990, 11.930650, -26.814170], [8.254210, 17.703840, -26.508140], [9.729560, 11.329740, -30.194510], [12.895090, 10.372400, -23.610740], [9.589770, 14.308240, -21.799220], [14.751990, 12.529150, -25.644540], [11.223650, 17.114840, -19.172560], [11.159470, 12.925510, -16.253200], [10.009910, 16.626720, -18.724340], [9.759420, 8.887050, -19.929980], [9.821750, 17.272800, -20.931960], [5.273420, 18.479340, -24.279230], [5.884920, 17.903140, -23.227930], [13.643140, 13.996530, -26.860310], [10.533820, 11.643280, -16.238100], [13.944470, 15.194050, -22.235760], [13.635060, 9.258750, -24.110370], [10.992810, 13.360240, -17.569580], [4.778580, 16.311320, -24.261120], [13.820760, 12.808850, -27.655180], [9.296210, 7.408120, -18.386280], [15.637310, 13.850900, -22.683080], [13.334320, 8.184460, -23.364010], [9.266850, 17.407630, -21.848640], [15.263810, 12.155590, -24.769960], [10.674950, 16.114740, -26.581680], [10.524620, 10.867730, -15.486540], [9.904350, 14.348690, -20.756390], [10.357800, 14.885150, -22.314400], [12.747480, 13.797400, -21.250090], [9.393480, 13.336610, -24.461460], [10.968290, 17.784480, -26.898550], [12.134410, 17.168200, -18.594570], [9.833590, 12.460500, -19.349070], [14.658370, 12.128070, -21.857330], [10.486990, 10.591950, -30.459240], [14.731160, 10.957570, -27.151490], [8.593690, 14.718600, -21.965140], [8.573460, 6.727800, -17.960610], [11.169250, 13.246570, -24.032180], [4.009900, 17.635310, -25.859730], [16.536250, 13.416390, -23.094810], [10.278070, 12.159080, -29.747950], [13.552210, 12.825530, -28.701120], [7.918290, 16.699560, -26.766330], [9.333670, 10.628510, -17.722890], [7.860340, 8.196130, -19.819400], [10.210450, 9.413870, -27.990190], [10.252000, 11.852070, -24.587170], [11.865200, 7.926000, -21.686630], [5.958900, 15.918060, -22.509710], [11.754470, 13.283880, -15.426190], [9.674920, 9.358720, -20.897860], [11.778220, 9.178290, -19.379030], [6.558330, 18.240610, -22.453970], [9.661990, 16.249420, -17.774080], [8.919870, 9.489450, -26.768210], [8.569860, 18.175360, -27.438810], [15.721480, 15.933400, -23.202700], [14.291040, 9.370210, -24.961050], [12.988910, 11.436080, -23.772540], [4.439730, 15.302690, -24.446150], [13.122570, 14.935520, -26.977360], [11.826260, 16.945690, -25.588340], [5.333650, 19.521440, -24.556370], [13.307210, 16.057260, -22.112600], [11.987560, 17.566880, -21.149410], [13.893410, 14.195010, -24.745230], [11.607320, 10.422830, -21.896690], [11.389790, 14.341080, -17.785830], [8.139030, 16.737530, -19.691760], [11.247900, 7.349240, -17.392440], [13.802000, 7.215410, -23.456860], [9.157720, 11.655930, -31.063240], [10.070330, 10.863510, -26.951440], [7.458450, 18.373040, -26.180960]],
  "forces_ev_per_angstrom": [[0.7, -1.6, 0.7], [0.0, 1.8, 1.6], [1.8, 0.7, 1.2], [-1.9, 1.6, -0.9], [0.6, 1.6, -1.9], [0.7, -1.6, -0.9], [-0.8, -0.7, 0.0], [-1.4, 4.0, -2.3], [0.0, -0.5, -2.0], [1.9, 1.3, 1.3], [1.1, -0.9, 0.3], [0.5, -0.4, -0.6], [0.3, 2.0, -1.3], [1.3, 0.0, 0.2], [2.8, 1.0, -2.0], [-1.8, -0.3, 1.0], [-0.4, -0.6, 2.1], [-0.3, -0.2, -0.4], [-0.2, 5.4, -0.4], [-1.2, -2.1, -0.4], [-1.2, -3.5, 1.3], [-0.7, 1.5, -3.3], [0.1, 0.1, -1.8], [-0.4, -0.2, -0.5], [2.5, -3.1, -0.9], [-0.5, 0.2, 0.0], [0.1, -0.3, 1.3], [0.8, -1.7, 1.5], [0.8, -1.2, -0.1], [0.2, -3.0, 1.9], [0.7, -1.9, 2.6], [-1.2, -4.0, -0.1], [-0.6, 1.7, -0.9], [0.8, 1.2, -0.7], [-0.2, -0.7, 2.5], [0.8, 1.9, -0.1], [0.7, -1.3, 2.3], [-0.3, -1.9, 0.8], [-0.5, 1.1, -1.2], [-0.9, 2.1, -0.7], [-0.3, 4.4, -1.3], [0.1, 1.4, -0.9], [-0.4, -0.4, -0.3], [-1.8, 5.0, 0.3], [-1.6, -1.0, 0.2], [1.5, -2.9, -0.4], [-1.0, -2.8, 1.4], [0.3, 0.0, -0.1], [-0.1, -0.3, -0.2], [-0.5, -0.2, 0.2], [-0.2, 0.1, 0.0], [-0.5, -0.3, 0.2], [-0.2, -0.2, -0.5], [0.1, -0.4, -0.1], [0.1, 0.5, 0.0], [0.1, 0.3, 0.1], [0.0, -0.2, 0.1], [0.4, 0.3, 0.1], [-0.4, 0.0, 0.2], [-0.3, -0.3, -0.1], [0.2, -0.1, 0.3], [-0.1, -0.1, 0.0], [0.5, -0.1, 0.5], [-0.2, 0.2, 0.2], [0.0, -0.2, 0.0], [0.0, 0.0, 0.3], [-0.3, 0.2, 0.1], [0.1, -0.6, 0.1], [-0.2, 0.0, 0.4], [0.3, 0.1, -0.1], [0.0, -0.6, 0.4], [0.3, -0.2, 0.3], [0.0, -0.3, 0.5], [0.1, 0.2, 0.0], [-0.1, -0.4, 0.0], [-0.1, 0.3, -0.3], [-0.1, 0.4, 0.3], [0.1, 0.1, 0.3], [-0.1, 0.4, -0.2], [0.1, 0.2, -0.1], [-0.3, 0.2, -0.3], [0.9, 0.0, 0.2], [-0.1, 0.1, -0.3], [0.1, -0.3, 0.1], [-0.2, -0.2, -0.2], [-0.1, 0.1, -0.1], [0.0, -0.2, -0.3], [-0.3, 0.4, 0.6], [0.1, 0.0, 0.1], [0.1, -0.1, 0.0], [-0.1, 0.2, 0.0], [0.7, 0.1, 0.1], [-0.2, 0.5, -0.1], [-0.2, -0.1, -0.9], [0.0, -0.2, -0.3], [0.1, 0.0, -0.2], [-0.3, -0.1, -0.1], [0.0, -0.1, 0.2], [-0.2, 0.2, -0.3], [-0.4, -0.6, 0.3]],
  "lowdin_spin": [0.006, 0.014, 0.267, 0.005, 0.013, 0.008, 0.007, 0.000, 0.001, 0.003, 0.001, 0.020, 0.036, 0.003, 0.001, 0.001, 0.014, 0.018, 0.001, 0.005, 0.001, 0.004, 0.007, 0.009, 0.000, 0.007, 0.005, 0.001, 0.052, 0.000, 0.002, 0.001, 0.016, 0.011, 0.016, 0.005, 0.032, 0.002, 0.002, 0.003, 0.001, 0.003, 0.037, 0.001, 0.007, 0.000, 0.001, 0.005, 0.000, 0.002, 0.000, 0.003, 0.003, 0.001, 0.008, 0.002, 0.000, 0.007, 0.000, 0.000, 0.000, 0.047, 0.001, 0.002, 0.002, 0.000, 0.001, 0.000, 0.002, 0.005, 0.022, 0.001, 0.003, 0.000, 0.104, 0.000, 0.006, 0.000, 0.013, 0.006, 0.006, 0.002, 0.000, 0.000, 0.000, 0.021, 0.001, 0.002, 0.002, 0.001, 0.001, 0.001, 0.000, 0.000, 0.064, 0.000, 0.000, 0.001, 0.001, 0.001]
}

---

No. 3
{
  "formula": "C2H3N3O3",
  "method": "wB97M-V/def2-TZVPD",
  "homo_energy_ha": -0.353,
  "multiplicity": 1,
  "max_force_ev_per_a": 5.93,
  "smiles": "O=C1NNC(=O)ON1",
  "mol_weight_g_mol": 117.1,
  "species": ["O", "O", "O", "N", "N", "N", "C", "C", "H", "H", "H"],
  "positions_angstrom": [[-1.843727, 1.141443, -1.338676], [1.188884, 0.910743, 0.649434], [2.177249, -1.002047, 1.407298], [0.337965, 1.328952, -0.544496], [-1.120267, -0.479463, -0.016445], [0.138190, -1.095426, 0.278173], [1.298245, -0.426038, 0.725432], [-0.914190, 0.723117, -0.695792], [-1.664555, -1.146384, -0.555983], [0.018064, 2.303468, -0.312908], [0.384142, -2.258366, 0.403962]],
  "forces_ev_per_angstrom": [[0.8, 1.1, -0.3], [-1.0, 0.9, -1.7], [-2.1, 1.9, -2.7], [-0.1, 1.4, 1.3], [1.9, -0.6, 0.2], [4.0, -4.3, 1.0], [-1.0, -2.6, 2.7], [-1.8, -2.0, 0.3], [-0.2, 0.4, 0.0], [1.3, -0.8, -0.2], [-1.9, 4.6, -0.6]],
  "nbo_charge": [-0.564, -0.346, -0.599, -0.343, -0.448, -0.547, 0.849, 0.732, 0.407, 0.407, 0.451]
}

---

No. 4
{
  "formula": "CH2F3N2",
  "method": "wB97M-V/def2-TZVPD",
  "s2": 2.009,
  "homo_energy_ha": [-0.556, -0.655],
  "total_charge": 1,
  "multiplicity": 3,
  "max_force_ev_per_a": 3.73,
  "mol_weight_g_mol": 99.0,
  "species": ["F", "F", "F", "N", "N", "C", "H", "H"],
  "positions_angstrom": [[-2.076453, -1.329334, 1.259498], [0.400310, 1.169355, 1.195784], [-2.211277, 0.004802, -0.333070], [1.495255, 0.347538, -0.504196], [-1.599156, -1.120407, 0.102364], [0.582968, 0.252771, 0.332732], [1.994812, 1.116506, -0.927306], [1.413540, -0.441234, -1.125809]],
  "forces_ev_per_angstrom": [[-1.0, -0.5, 2.1], [-0.7, -0.8, -0.2], [-0.1, 0.1, -0.1], [0.0, -1.9, -2.6], [0.7, 0.3, -2.0], [0.1, 2.5, 2.8], [0.3, 0.9, 0.6], [0.7, -0.6, -0.7]],
  "nbo_charge": [-0.127, -0.203, -0.204, -0.736, 0.391, 0.939, 0.483, 0.457]
}